{"formula": "C14H19Cl2PdS5", "method": "the ωB97M-V functional and the def2-TZVPD basis", "s2": 6.04, "homo_lumo_gap_ev": [9.05, 5.73], "homo_energy_ev": [-17.13, -17.29], "total_charge": 3, "lumo_ev": [-8.081, -11.565], "multiplicity": 5, "total_energy_ha": -3582.98530, "mol_weight_da": 524.97, "e_above_lowest_kcal_mol": 0.0, "elements": ["Pd", "C", "C", "S", "C", "C", "S", "C", "C", "S", "C", "C", "S", "H", "H", "H", "H", "H", "H", "H", "H", "H", "H", "H", "H", "H", "H", "H", "H", "Cl", "C", "C", "C", "C", "C", "Cl", "C", "S", "H", "H", "H"], "xyz": [[-5.56215, 9.55885, 12.22399], [-4.09162, 12.26459, 12.97746], [-3.24344, 11.84871, 11.78394], [-3.35057, 10.11646, 11.21147], [-2.24683, 9.21576, 12.33917], [-2.68099, 9.13092, 13.77494], [-4.26909, 8.22309, 13.77155], [-5.36744, 8.57225, 15.25329], [-6.77445, 8.09595, 14.86876], [-7.61022, 9.11958, 13.52276], [-7.80202, 10.81874, 14.25678], [-6.56123, 11.71613, 14.28056], [-5.83310, 11.86386, 12.62385], [-3.91999, 13.31394, 13.03770], [-3.84574, 11.80413, 13.94457], [-2.17199, 12.13677, 11.84251], [-3.62706, 12.36304, 10.94074], [-1.22754, 9.57981, 12.24586], [-2.15659, 8.23943, 11.92729], [-2.73781, 10.10150, 14.26051], [-1.91504, 8.52642, 14.28978], [-5.24597, 9.64260, 15.47008], [-4.90929, 8.11018, 16.15800], [-7.39190, 8.14321, 15.75641], [-6.68431, 7.08089, 14.47173], [-8.35163, 10.70345, 15.23604], [-8.56634, 11.20275, 13.63946], [-5.79489, 11.38397, 15.00384], [-6.82048, 12.71873, 14.58913], [-5.61753, 3.85327, 10.32411], [-4.21666, 2.91166, 10.03191], [-4.05926, 1.72634, 10.69009], [-2.99433, 0.88335, 10.39659], [-2.11940, 1.19247, 9.36005], [-2.22017, 2.39918, 8.66362], [-0.95359, 2.92771, 7.59774], [-3.31878, 3.29937, 9.01451], [-3.62827, 4.82698, 8.26972], [-4.76851, 1.44016, 11.47600], [-2.85630, -0.07217, 10.84552], [-1.32778, 0.54700, 9.07048]], "lowdin_charge": [0.383, -0.432, -0.462, 0.904, -0.508, -0.443, 0.934, -0.415, -0.433, 0.890, -0.437, -0.447, 0.963, 0.100, 0.079, 0.129, 0.069, 0.113, 0.071, 0.082, 0.116, 0.060, 0.119, 0.099, 0.085, 0.134, 0.064, 0.076, 0.104, 0.761, -0.699, -0.054, 0.038, -0.040, -0.589, 0.792, -0.631, 1.023, 0.141, 0.137, 0.123]}